# 1
The following is a quantum chemistry calculation of a 9-piece molecular cluster, C37H43ClF8NO30 overall, from the Open Molecules 2025 dataset.

Element x y z (Å)
H -7.604 5.190 1.925
H -3.514 2.544 -0.885
C -0.949 -2.244 0.496
H -2.976 2.844 -7.142
C 6.719 0.444 3.466
H -1.023 -4.912 -0.065
H 1.883 -2.709 -0.375
H -4.011 -3.541 1.567
H -4.284 1.664 -7.401
C -7.677 3.517 3.280
F 8.118 1.317 1.734
C -1.931 -3.319 1.009
C -8.696 5.098 4.510
C -7.599 4.304 -8.730
H 7.031 0.778 4.452
O 16.662 -3.530 4.005
H 10.052 -4.329 2.959
O 15.172 -1.977 3.432
H -8.933 4.057 1.563
H -0.359 -2.699 -0.307
H -6.631 4.053 -6.811
C -3.643 2.130 -6.658
C 0.018 -1.645 1.526
O -9.195 5.230 3.260
C -2.005 -4.438 -0.023
O 9.537 -1.653 5.624
C 9.842 -2.044 4.552
O -6.757 2.322 -7.953
H 10.767 -1.519 1.952
C -3.907 -1.703 0.472
O -3.874 4.281 1.253
C 10.655 -3.420 2.970
O 5.306 0.249 3.425
C -3.538 2.885 1.249
O 4.970 -2.432 1.559
O 5.878 1.184 1.484
O -7.662 4.211 4.512
H 7.218 -0.492 3.222
H -4.054 -4.986 0.325
H -3.998 -5.860 -1.769
H 15.724 -4.124 5.757
H 16.487 -2.514 5.800
H -2.165 -3.938 -0.983
H -1.512 -1.425 0.050
C 14.683 -2.563 4.623
H 2.224 -3.811 1.508
O -4.582 -2.234 -0.431
C -6.846 4.862 -2.560
H 1.714 -0.269 1.442
C 2.286 -2.074 0.418
C -7.346 3.535 -7.451
O 9.282 -1.644 3.388
C -3.287 -2.743 1.413
H -3.931 2.425 2.154
H -6.991 6.813 -3.584
O -1.490 -3.864 2.288
N 2.735 -2.939 1.541
F -1.624 0.905 -6.330
H -0.505 -0.842 2.045
O -2.745 1.807 -4.586
H 0.324 -2.393 2.255
O -5.291 3.325 -0.155
C -4.181 2.408 -0.033
C -8.345 4.514 2.354
O -9.104 5.662 5.468
C 1.249 -1.045 0.840
C 6.927 1.472 2.375
H 4.810 -5.057 0.746
F 14.199 -1.593 5.433
C -8.743 4.648 -3.773
C 4.865 0.596 2.195
H 9.336 -2.478 1.490
H -8.212 2.575 3.408
C -3.099 -5.479 0.150
O -7.819 5.227 -4.592
C -2.306 -3.362 3.250
H 5.198 -4.843 2.468
H 0.894 -0.559 -0.077
H -8.562 4.102 -9.204
O -8.244 4.509 -2.535
F 11.877 -3.702 2.451
F -2.193 2.769 1.244
H 3.160 -1.562 0.017
C -5.005 4.431 0.541
H -3.792 -7.298 -0.784
C -6.230 2.582 -9.169
C -3.327 -6.360 -1.075
F -5.615 5.672 -4.454
O -5.568 1.820 -9.793
O 10.807 -2.981 4.306
O -9.829 4.322 -4.127
C 16.246 -2.704 3.012
O 3.776 0.408 1.783
H -8.247 3.318 -6.885
C 15.925 -3.221 5.189
O -3.628 -0.510 0.679
H -6.561 5.356 -1.635
O -4.145 3.168 -3.457
C -6.785 5.759 -3.778
H -6.242 3.966 -2.690
H -2.877 -6.119 1.008
O -4.422 2.801 -5.662
H -3.357 0.178 -5.665
O -5.681 5.420 0.538
O -2.960 -2.289 2.768
C -3.802 2.648 -4.466
O -2.415 -3.832 4.341
H 6.847 2.511 2.704
C 4.423 -4.734 1.712
Cl -1.854 -6.769 -2.008
F -7.470 5.641 -8.571
O 16.738 -2.629 1.940
H 13.874 -3.253 4.376
H -4.515 1.373 0.013
C 4.082 -3.262 1.591
C -2.859 1.135 -5.827
F -6.407 3.246 2.895
H 3.568 -5.351 1.982
C 10.010 -2.222 2.302
O -6.562 3.834 -9.576

## Properties
Lowest unoccupied orbital energy = 0.0502 hartree
Total charge = -1
HOMO-LUMO gap = 7.6164 eV
Max |F| = 1.455 eV/Å

Atomic partial charges in e from the Mulliken method, atoms 1 to 2: 0.1494, 0.1308


# 2
The following is a quantum chemistry calculation of C37H43ErO2Si as an isolated structure, from the Open Molecules 2025 dataset.

Element x y z (Å)
H -4.800 1.388 -3.551
C -2.317 1.077 2.190
C 3.876 0.060 2.888
H 1.457 5.313 5.589
C 2.884 3.287 2.556
H -3.397 -1.424 -3.612
C 0.381 1.643 -1.980
H 5.174 6.485 -0.824
H -0.136 -1.566 -1.200
C 5.404 4.829 -2.199
H 5.919 5.425 -2.956
C -0.903 1.220 2.206
H -3.040 1.725 2.664
H -3.509 -0.780 1.879
C -4.821 -0.722 -0.215
H 0.995 3.719 1.580
H -4.626 4.909 -2.118
C 5.611 -1.606 2.632
C 5.149 3.464 -2.429
H 3.025 0.476 3.452
C 3.684 3.525 3.702
H -6.058 -2.374 -0.747
H 0.745 -0.170 1.613
C -3.442 3.304 -1.168
C -1.072 -0.042 -2.552
C 3.181 4.268 4.778
H -6.030 3.321 -3.258
H -2.537 -3.438 -0.472
C -0.309 0.063 1.658
H 5.645 0.573 -0.005
H -1.259 -1.835 0.909
C 6.018 -0.998 1.443
Si 3.363 2.242 1.103
H -3.494 2.896 -0.139
C -2.816 -3.239 -1.498
C 4.496 2.695 -1.456
H -5.104 0.997 -1.808
O -3.359 -0.961 -0.928
C -2.588 -0.241 1.719
H 1.697 0.371 -0.698
H 4.203 -1.549 4.253
H 0.035 4.899 3.569
C 1.590 3.843 2.491
C 4.355 4.652 -0.015
H -1.670 -0.663 -3.216
C 1.861 4.757 4.736
H 0.998 2.543 -2.062
H -1.291 2.009 -3.424
C -4.802 1.743 -2.505
C -5.660 2.992 -2.279
H 4.064 5.112 0.920
C -0.164 -0.553 -1.575
H -6.578 2.788 -1.663
H 5.473 3.006 -3.370
Er -1.887 1.111 -0.599
C 5.348 0.119 0.955
O -3.292 2.074 -1.996
H -2.595 4.002 -1.322
H -4.775 -2.848 0.374
H -1.941 -3.006 -2.066
H 4.294 1.639 -1.645
H 6.125 -2.490 2.996
H -3.105 -4.232 -1.812
C 1.066 4.532 3.597
H 4.700 3.117 3.754
C 0.768 0.472 -1.284
C 4.540 -1.077 3.344
H 6.858 -1.403 0.882
H -4.879 -2.274 -3.615
C 4.988 5.418 -0.999
H -5.262 4.327 -0.595
C -4.764 4.013 -1.507
C -3.854 -2.130 -1.592
C -4.270 -1.610 -2.994
H -5.373 -0.065 -0.867
C -0.785 1.341 -2.734
C -5.003 -2.179 -0.464
C 4.114 3.274 -0.220
H -4.781 -0.286 0.771
H -4.825 -0.666 -2.922
C 4.283 0.695 1.684
C -1.362 -0.833 1.316
H -0.359 2.004 2.751
H 3.805 4.462 5.648

## Properties
Lowest unoccupied orbital energy (spin up / spin down) = 0.0036 / -0.0040 hartree
2S+1 = 4
HOMO-LUMO gap (spin up / spin down) = 6.1933 / 3.9011 eV
Max |F| = 5.554 eV/Å

Atomic partial charges in e from the Mulliken method, atoms 1 to 2: 0.6404, -1.8026


# 3
The following is a quantum chemistry calculation of C37H43MoNO3P3S2 as an isolated structure, from the Open Molecules 2025 dataset.

Element x y z (Å)
P -0.775 1.763 -1.039
H 5.840 -0.952 1.968
H 2.408 -1.476 -5.775
Mo -0.690 -0.746 -0.542
H 2.131 1.388 -2.350
C -4.090 3.577 0.496
H -1.232 -3.279 -1.029
H -2.602 -1.376 5.431
C 2.491 1.146 -1.348
C 4.151 -3.059 -3.332
H -2.050 3.329 -6.332
C 4.358 3.855 2.584
H -2.250 3.430 3.337
H -5.386 -4.071 2.761
C -3.736 3.770 1.821
O -4.648 -1.422 3.673
H 2.391 -3.182 3.172
C -1.801 3.014 -5.327
H -0.707 2.263 1.824
C -4.476 -2.291 4.888
C 2.636 -1.449 -2.390
H -2.140 4.956 -4.472
N 2.041 2.177 -0.427
H -3.755 -4.410 2.139
H 0.347 -4.838 -1.116
H 4.961 4.329 3.347
C 4.114 -0.743 0.721
O -0.377 -2.924 -0.763
H 4.643 -0.125 0.008
H 3.956 -2.709 -1.229
H 6.058 3.121 1.482
C -1.854 3.930 -4.282
C -1.419 1.703 -5.087
C 3.723 -2.710 -4.607
O -4.593 -2.646 1.448
H 4.909 -3.820 -3.204
C 3.611 -2.433 -2.218
C 2.957 3.968 2.629
H -4.033 -0.648 6.197
C -1.643 2.653 1.436
H 3.575 1.085 -1.407
C -1.208 2.197 -2.735
H -0.818 0.266 -3.633
C -1.545 3.533 -2.992
C 2.165 -1.990 1.405
P -4.584 -1.280 2.160
C -1.121 1.292 -3.795
C 2.864 -2.481 2.497
C 2.778 -1.104 0.516
S -1.324 -0.620 1.415
C 4.803 -1.225 1.821
H -3.511 2.787 -1.407
P 1.922 -0.593 -0.981
H -4.082 -3.242 4.540
C 2.188 3.406 1.651
H -5.489 -2.424 5.260
H 4.726 2.154 -0.305
H 1.429 -0.354 -3.823
H 4.159 -3.194 -5.471
C -3.215 2.938 -0.377
H -1.576 4.266 -2.195
C 4.226 2.585 0.549
C -2.516 3.292 2.297
H -4.411 4.286 2.491
H -5.044 3.930 0.130
H -1.356 0.998 -5.905
C 2.194 -1.110 -3.675
C 4.978 3.161 1.534
S -2.380 -0.852 -1.714
C 2.741 -1.740 -4.780
C -5.368 -4.843 0.742
H 0.720 -3.649 -2.410
C 0.786 2.793 -0.841
C 0.647 -3.817 -1.339
H -5.533 -5.870 1.069
H -4.722 -4.858 -0.135
H 1.146 -2.324 1.244
C 4.178 -2.089 2.712
H 2.491 4.503 3.445
H 1.112 3.484 1.709
C -1.978 2.501 0.087
C -4.756 -4.073 1.874
H -3.453 -2.226 6.728
C -3.584 -1.580 5.859
H -6.332 -4.422 0.458
H 0.545 3.651 -0.219
H 0.963 3.162 -1.855
H 1.581 -3.590 -0.839
C 2.799 2.684 0.580
H 4.723 -2.470 3.566

## Properties
Lowest unoccupied orbital energy (spin up / spin down) = -0.4598 / -0.4673 hartree
Total charge = +4
2S+1 = 2
HOMO-LUMO gap (spin up / spin down) = 6.1366 / 6.0122 eV
Max |F| = 0.717 eV/Å

Atomic partial charges in e from the Mulliken method, atoms 1 to 2: 1.8686, 0.5179